Formula: C3H8Br2N2
Source: the OMol25 dataset
Level of theory: ωB97M-V/def2-TZVPD

Geometry as XYZ:
```
15
Properties=species:S:1:pos:R:3
C -0.43 -0.24 -1.81
C -0.21 0.43 1.35
C 1.98 -0.25 1.31
N 0.76 -0.77 -1.13
N 1.04 0.55 0.75
Br 3.71 -0.20 0.58
Br 1.48 -2.21 1.63
H -1.46 -0.38 -1.48
H -0.20 0.81 -2.06
H -0.37 -0.67 -2.87
H -0.20 0.32 2.39
H -0.87 1.42 1.07
H -0.68 -0.45 0.94
H 2.18 0.18 2.39
H 1.51 -0.18 -1.59
```

The value obtained for the total energy is -146300.835 eV. As for the spin multiplicity: 1. Its highest occupied orbital energy is -0.3264 Ha. As for the energy relative to the best compared isomer or geometry (same formula, charge and spin): 68.34 kcal/mol. For the gap between HOMO and LUMO, the calculation gives 7.28 eV.

---

Formula: C3H8BrHfO3S
Source: the OMol25 dataset
Level of theory: ωB97M-V/def2-TZVPD

Geometry as XYZ:
```
17
Properties=species:S:1:pos:R:3
Hf 0.37 1.53 4.02
Br -0.36 2.24 2.23
O 1.32 0.74 0.45
S 1.32 -0.66 0.03
O 2.04 -1.66 0.77
O -0.20 -1.20 -0.07
C -1.23 -0.28 -0.50
C -1.88 0.51 0.66
C 1.84 -0.75 -1.76
H -1.97 -0.82 -1.09
H -0.88 0.55 -1.11
H -2.65 1.12 0.19
H -1.13 1.15 1.13
H -2.31 -0.26 1.29
H 1.05 -0.18 -2.25
H 1.86 -1.78 -2.14
H 2.81 -0.27 -1.84
```

The total charge is +3. The value obtained for the total energy is -91523.768 eV. As for the spin multiplicity: 1. Its highest occupied orbital energy is -0.7805 Ha. As for the energy relative to the best compared isomer or geometry (same formula, charge and spin): 61.85 kcal/mol. For the gap between HOMO and LUMO, the calculation gives 3.53 eV.

---

Formula: C3H8BrO3S
Source: the OMol25 dataset
Level of theory: ωB97M-V/def2-TZVPD

Geometry as XYZ:
```
16
Properties=species:S:1:pos:R:3
Br -20.58 -28.28 13.74
O -20.49 -27.10 19.11
S -19.24 -27.84 19.06
O -19.14 -29.17 19.68
O -18.80 -28.08 17.53
C -18.91 -27.07 16.59
C -18.50 -27.54 15.23
C -17.85 -26.68 19.64
H -18.24 -26.26 16.88
H -19.92 -26.65 16.55
H -18.54 -26.74 14.49
H -19.24 -28.22 14.81
H -17.47 -27.88 15.10
H -17.93 -26.63 20.72
H -18.19 -25.83 19.05
H -16.91 -27.16 19.36
```

The total charge is -1. The value obtained for the total energy is -90260.891 eV. As for the spin multiplicity: 1. Its highest occupied orbital energy is -0.1085 Ha. As for the energy relative to the best compared isomer or geometry (same formula, charge and spin): 49.14 kcal/mol. For the gap between HOMO and LUMO, the calculation gives 5.76 eV.

---

Q: The lowest total energy belongs to which entry?
A: C3H8Br2N2

---

Q: Look up the energy relative to the best compared isomer or geometry (same formula, charge and spin) of the first one.
A: 68.34 kcal/mol